Entry 1:
ORCA calculation (ωB97M-V/def2-TZVPD) on a structure of composition C27H21Cl2N5O2Rh.

Values from the calculation:
ΔE to the lowest compared entry with this formula, charge and spin = 30.6 kcal/mol
Frontier orbital gap (alpha / beta) = 7.507 / 5.316 eV
HOMO (alpha / beta) = -0.349 / -0.394 hartree
Energy = -2496.35751 a.u.
<S²> = 6.06

The geometry in ORCA input format:
```
! wB97M-V def2-TZVPD RIJCOSX def2/J DEFGRID3
* xyz 1 5
Rh 0.88 -1.10 -0.26
C -2.75 3.75 3.31
C -1.83 2.97 2.42
C -1.10 3.60 1.41
C -0.27 2.86 0.61
C -0.12 1.46 0.73
N 0.69 0.81 -0.16
C 1.13 1.31 -1.39
C 0.29 1.97 -2.29
C 0.75 2.33 -3.54
C 2.05 2.06 -3.95
C 2.53 2.40 -5.33
C 2.89 1.40 -3.06
C 2.44 1.01 -1.81
N 3.31 0.28 -0.95
C 4.63 0.48 -0.72
C 5.05 -0.51 0.15
C 3.91 -1.27 0.42
N 2.87 -0.79 -0.25
C -0.80 0.83 1.83
C -1.63 1.61 2.62
N -0.69 -0.53 2.18
C -1.58 -1.29 2.93
C -1.13 -2.55 3.00
C 0.11 -2.63 2.19
N 0.39 -1.28 1.85
H -3.11 4.65 2.81
H -2.24 4.05 4.22
H -3.61 3.15 3.60
H -1.18 4.67 1.26
H 0.32 3.36 -0.16
H -0.73 2.17 -2.00
H 0.07 2.81 -4.23
H 2.07 3.32 -5.69
H 2.26 1.60 -6.02
H 3.61 2.52 -5.36
H 3.91 1.16 -3.35
H 5.16 1.29 -1.17
H 6.04 -0.65 0.55
H 3.79 -2.14 1.04
H -2.13 1.15 3.46
H -2.48 -0.88 3.35
H -1.59 -3.37 3.52
H 0.97 -3.12 2.62
Cl -4.87 -5.40 0.37
C -3.75 -4.13 0.11
C -4.20 -2.93 -0.43
C -3.29 -1.93 -0.66
Cl -3.78 -0.43 -1.33
C -1.89 -2.10 -0.34
O -1.09 -1.15 -0.59
C -1.48 -3.33 0.27
C -0.05 -3.50 0.71
O 0.88 -3.09 -0.17
C -2.41 -4.33 0.46
H -5.24 -2.78 -0.68
H 0.11 -4.55 1.00
H -2.10 -5.27 0.89
*
```


Entry 2:
ORCA calculation (ωB97M-V/def2-TZVPD) on a structure of composition C27H21N4O2PtS2.

Values from the calculation:
ΔE to the lowest compared entry with this formula, charge and spin = 29.4 kcal/mol
Frontier orbital gap (alpha / beta) = 7.086 / 5.595 eV
HOMO (alpha / beta) = -0.517 / -0.517 hartree
Energy = -2326.04988 a.u.
<S²> = 0.76

The geometry in ORCA input format:
```
! wB97M-V def2-TZVPD RIJCOSX def2/J DEFGRID3
* xyz 2 2
Pt 0.94 -0.15 1.33
O 1.44 0.63 3.09
N 2.73 1.02 3.23
C 2.99 1.87 4.24
C 4.29 2.22 4.50
C 5.31 1.68 3.71
C 5.00 0.82 2.68
C 3.68 0.48 2.44
S 3.18 -0.59 1.15
H 2.12 2.21 4.78
H 4.50 2.91 5.31
H 6.33 1.96 3.90
H 5.77 0.40 2.05
O 0.03 -1.18 -0.17
S -0.16 -2.54 0.60
C 0.59 -3.79 -0.39
C 0.47 -3.79 -1.77
C 1.06 -4.83 -2.48
C 1.74 -5.84 -1.80
C 1.85 -5.82 -0.42
C 1.28 -4.78 0.31
C -1.90 -2.88 0.58
C -2.34 -3.81 1.51
C -3.69 -4.14 1.51
C -4.56 -3.53 0.61
C -4.09 -2.59 -0.30
C -2.74 -2.26 -0.32
H -0.07 -3.01 -2.28
H 0.99 -4.85 -3.55
H 2.19 -6.65 -2.36
H 2.38 -6.60 0.10
H 1.37 -4.74 1.39
H -1.66 -4.28 2.21
H -4.06 -4.86 2.22
H -5.61 -3.79 0.62
H -4.77 -2.12 -0.99
H -2.36 -1.53 -1.03
N -2.48 6.55 -6.16
C -2.20 5.97 -5.21
C -1.84 5.24 -4.03
C -1.16 4.03 -4.14
C -0.82 3.32 -3.00
C -1.16 3.84 -1.76
C -1.84 5.05 -1.63
C -2.18 5.75 -2.78
N -0.80 3.11 -0.57
C -1.09 3.47 0.73
C -0.56 2.52 1.54
N 0.04 1.58 0.74
C -0.13 1.95 -0.52
H -0.90 3.64 -5.11
H -0.30 2.39 -3.12
H -2.11 5.46 -0.68
H -2.71 6.69 -2.69
H -1.63 4.36 0.99
H -0.57 2.44 2.61
H 0.23 1.41 -1.38
*
```


Entry 3:
ORCA calculation (ωB97M-V/def2-TZVPD) on a structure of composition C27H21N4O2PtS2.

Values from the calculation:
ΔE to the lowest compared entry with this formula, charge and spin = 41.4 kcal/mol
Frontier orbital gap (alpha / beta) = 7.029 / 5.408 eV
HOMO (alpha / beta) = -0.521 / -0.521 hartree
Energy = -2326.03076 a.u.
<S²> = 0.76

The geometry in ORCA input format:
```
! wB97M-V def2-TZVPD RIJCOSX def2/J DEFGRID3
* xyz 2 2
Pt -0.17 0.29 0.18
O -1.84 -0.68 0.11
N -1.80 -2.04 0.15
C -3.01 -2.65 0.17
C -3.06 -4.02 0.22
C -1.87 -4.75 0.26
C -0.66 -4.09 0.24
C -0.63 -2.70 0.16
S 0.83 -1.77 0.02
H -3.86 -1.99 0.15
H -4.02 -4.50 0.23
H -1.90 -5.83 0.32
H 0.28 -4.63 0.27
O 0.77 1.13 3.25
S 1.44 0.61 2.07
C 3.13 0.18 2.42
C 3.74 -0.91 1.83
C 5.07 -1.16 2.13
C 5.74 -0.34 3.03
C 5.10 0.74 3.63
C 3.77 1.02 3.33
C 1.56 1.87 0.83
C 1.15 3.18 1.15
C 1.29 4.15 0.19
C 1.79 3.83 -1.08
C 2.17 2.54 -1.40
C 2.08 1.54 -0.44
H 3.20 -1.56 1.16
H 5.57 -2.01 1.69
H 6.77 -0.55 3.27
H 5.63 1.37 4.33
H 3.26 1.84 3.80
H 0.75 3.38 2.13
H 1.03 5.17 0.43
H 1.89 4.62 -1.82
H 2.58 2.32 -2.38
H 2.49 0.55 -0.63
N -3.48 8.86 -5.32
C -3.23 8.03 -4.57
C -2.93 6.97 -3.64
C -2.02 5.98 -3.98
C -1.74 4.95 -3.09
C -2.39 4.92 -1.86
C -3.30 5.90 -1.51
C -3.57 6.93 -2.40
N -2.10 3.85 -0.93
C -2.54 3.76 0.38
C -2.04 2.60 0.88
N -1.30 1.99 -0.12
C -1.36 2.77 -1.18
H -1.51 6.02 -4.93
H -1.03 4.20 -3.38
H -3.83 5.88 -0.57
H -4.28 7.70 -2.14
H -3.15 4.51 0.84
H -2.17 2.17 1.85
H -0.92 2.54 -2.14
*
```


Entry 4:
ORCA calculation (ωB97M-V/def2-TZVPD) on a structure of composition C27H21N4O4RuS.

Values from the calculation:
ΔE to the lowest compared entry with this formula, charge and spin = 1.0 kcal/mol
Frontier orbital gap (alpha / beta) = 5.251 / 5.309 eV
HOMO (alpha / beta) = -0.400 / -0.400 hartree
Energy = -2054.37131 a.u.

The geometry in ORCA input format:
```
! wB97M-V def2-TZVPD RIJCOSX def2/J DEFGRID3
* xyz 1 1
Ru -0.28 0.69 0.20
C -1.19 -0.69 -3.87
C -1.32 -0.10 -2.60
N -0.39 -0.22 -1.68
C 0.74 -0.94 -1.95
C 0.95 -1.53 -3.20
C -0.06 -1.39 -4.18
C 2.17 -2.21 -3.43
C 3.11 -2.29 -2.44
C 2.88 -1.73 -1.17
C 1.69 -1.08 -0.90
N 1.29 -0.48 0.29
C 1.70 -0.78 1.58
C 2.48 -1.85 2.00
C 2.81 -1.99 3.35
C 2.39 -1.10 4.29
C 1.56 -0.02 3.92
C 1.04 0.93 4.83
C 0.22 1.93 4.37
C -0.11 1.98 3.01
N 0.35 1.10 2.14
C 1.20 0.12 2.57
H -2.00 -0.57 -4.59
H -2.20 0.47 -2.34
H 0.07 -1.84 -5.15
H 2.35 -2.66 -4.40
H 4.05 -2.79 -2.63
H 3.65 -1.77 -0.41
H 2.80 -2.59 1.28
H 3.42 -2.84 3.66
H 2.65 -1.22 5.33
H 1.29 0.86 5.88
H -0.19 2.67 5.04
H -0.78 2.74 2.63
C 2.64 3.32 -4.23
C 1.43 3.20 -3.36
C 0.17 3.59 -3.81
C -0.96 3.49 -3.00
C -0.83 3.02 -1.70
C 0.43 2.64 -1.23
C 1.54 2.72 -2.05
S -2.31 2.93 -0.74
O -2.43 4.09 0.09
O -3.39 2.59 -1.62
N -1.94 1.65 0.22
C -2.95 1.12 1.12
C -2.46 -0.22 1.67
O -3.06 -0.78 2.55
O -1.36 -0.69 1.10
H 2.36 3.52 -5.27
H 3.24 2.41 -4.20
H 3.27 4.14 -3.89
H 0.06 3.96 -4.82
H -1.93 3.77 -3.37
H 0.64 2.38 -0.17
H 2.50 2.40 -1.68
H -3.90 0.96 0.60
H -3.15 1.79 1.96
*
```